{
  "formula": "C28H28N4O3",
  "method": "the ωB97M-V functional and the def2-TZVPD basis",
  "elements": ["C", "C", "C", "C", "C", "C", "C", "N", "C", "C", "N", "C", "O", "C", "C", "C", "C", "C", "N", "C", "O", "N", "C", "C", "C", "C", "C", "C", "C", "O", "C", "C", "C", "C", "C", "H", "H", "H", "H", "H", "H", "H", "H", "H", "H", "H", "H", "H", "H", "H", "H", "H", "H", "H", "H", "H", "H", "H", "H", "H", "H", "H", "H"],
  "positions_angstrom": [[2.254, 3.030, -4.645], [1.417, 1.950, -4.025], [0.054, 1.870, -4.268], [-0.702, 0.869, -3.686], [-0.128, -0.087, -2.864], [-0.975, -1.127, -2.196], [1.253, -0.035, -2.641], [1.840, -0.999, -1.796], [2.895, -0.581, -0.905], [2.777, -1.462, 0.353], [2.351, -2.795, -0.024], [1.354, -3.519, 0.552], [1.025, -4.613, 0.128], [0.625, -2.838, 1.663], [-0.728, -2.602, 1.443], [-1.423, -1.745, 2.271], [-0.779, -1.123, 3.336], [-1.445, 0.061, 3.984], [-1.754, 1.010, 2.910], [-3.086, 1.275, 2.652], [-3.988, 0.886, 3.357], [-3.333, 2.021, 1.527], [-2.377, 2.431, 0.627], [-2.715, 3.092, -0.553], [-1.720, 3.476, -1.428], [-0.383, 3.216, -1.145], [-0.044, 2.564, 0.020], [-1.036, 2.167, 0.916], [-0.680, 1.449, 2.142], [0.462, 1.216, 2.479], [0.523, -1.487, 3.645], [1.225, -2.342, 2.814], [2.808, -3.189, -1.338], [2.126, -2.294, -2.391], [2.001, 0.990, -3.211], [3.028, 3.364, -3.958], [1.641, 3.882, -4.929], [2.744, 2.653, -5.543], [-0.422, 2.602, -4.905], [-1.768, 0.836, -3.863], [-1.971, -0.735, -2.003], [-1.079, -2.011, -2.827], [-0.518, -1.428, -1.257], [2.744, 0.463, -0.627], [3.897, -0.678, -1.355], [3.745, -1.516, 0.867], [2.048, -1.017, 1.030], [-1.210, -3.054, 0.589], [-2.457, -1.512, 2.062], [-2.392, -0.194, 4.464], [-0.776, 0.539, 4.701], [-4.307, 2.216, 1.340], [-3.753, 3.294, -0.772], [-1.983, 3.983, -2.343], [0.383, 3.518, -1.841], [0.981, 2.344, 0.270], [1.014, -1.046, 4.500], [2.254, -2.586, 3.034], [3.896, -3.087, -1.380], [2.542, -4.235, -1.492], [1.185, -2.742, -2.713], [2.783, -2.200, -3.273], [3.065, 1.036, -3.025]],
  "forces_ev_per_a": [[0.0, -0.1, -0.1], [-0.1, 0.1, 0.0], [0.1, 0.0, 0.0], [0.1, 0.0, -0.1], [0.0, -0.1, 0.0], [0.0, 0.0, 0.0], [-0.2, 0.2, -0.1], [0.1, 0.1, 0.1], [0.0, -0.1, 0.2], [0.1, 0.4, 0.1], [0.2, -0.1, -0.1], [0.1, 0.0, 0.1], [-0.3, -0.2, -0.1], [-0.2, -0.1, 0.2], [0.1, 0.0, 0.0], [0.1, 0.0, 0.2], [0.1, -0.2, 0.0], [0.0, -0.1, 0.2], [0.1, 0.0, 0.3], [-0.3, 0.2, -0.2], [-0.2, -0.1, 0.2], [-0.4, 0.0, 0.0], [0.7, 0.0, -0.1], [0.0, 0.0, 0.0], [0.0, 0.0, 0.1], [0.1, 0.0, 0.0], [-0.1, 0.0, 0.1], [-0.2, 0.1, -0.3], [0.0, 0.2, -0.1], [0.0, 0.1, 0.0], [-0.2, -0.1, 0.0], [-0.1, -0.2, -0.1], [0.0, -0.2, -0.2], [0.0, -0.1, -0.1], [0.0, -0.1, 0.0], [0.1, 0.1, 0.0], [0.0, 0.1, 0.0], [0.1, 0.1, -0.1], [0.0, 0.1, -0.1], [-0.1, 0.0, 0.0], [-0.1, 0.0, 0.0], [0.0, -0.1, 0.0], [0.0, -0.1, 0.1], [0.1, 0.0, 0.0], [0.0, 0.1, 0.0], [-0.1, 0.1, 0.0], [0.1, 0.0, -0.1], [0.0, 0.0, -0.1], [-0.1, 0.0, -0.1], [0.2, 0.1, -0.1], [-0.1, -0.1, 0.0], [0.2, -0.1, 0.1], [-0.1, 0.0, 0.0], [0.0, 0.0, -0.1], [0.1, 0.0, -0.1], [0.1, 0.0, 0.0], [0.1, 0.1, 0.1], [0.1, 0.0, 0.0], [-0.1, 0.0, 0.0], [0.1, 0.1, 0.0], [0.0, 0.0, 0.0], [-0.1, 0.0, 0.1], [0.1, 0.0, 0.0]],
  "fmax_ha_per_bohr": 0.0131,
  "relative_energy_kj_mol": 34.5,
  "orbital_gap_ha": 0.31373,
  "total_charge": 0,
  "smiles": "Cc1ccc(C)c(N2CCN(C(=O)c3ccc(Cn4c(=O)[nH]c5ccccc5c4=O)cc3)CC2)c1",
  "mol_weight_g_mol": 468.56
}

***

{
  "formula": "CH2OS2",
  "method": "the ωB97M-V functional and the def2-TZVPD basis",
  "elements": ["O", "C", "S", "S", "H", "H"],
  "positions_angstrom": [[0.546, 1.149, -0.068], [0.541, -0.198, -0.018], [1.951, -1.085, -0.043], [-0.957, -1.158, -0.076], [-0.323, 1.514, -0.111], [-1.759, -0.222, 0.315]],
  "forces_ev_per_a": [[0.9, -1.3, 0.3], [1.4, -1.0, -0.4], [-1.3, 1.1, 0.1], [1.3, -0.3, -0.3], [-1.2, 0.4, -0.1], [-1.1, 1.1, 0.4]],
  "fmax_ha_per_bohr": 0.0343,
  "relative_energy_kj_mol": 62.4,
  "orbital_gap_ha": 0.33086,
  "total_charge": 0,
  "smiles": "OC(=S)S",
  "mol_weight_g_mol": 94.16
}

***

{
  "formula": "C3H4CoO3",
  "method": "the ωB97M-V functional and the def2-TZVPD basis",
  "elements": ["O", "C", "C", "H", "H", "H", "O", "C", "O", "Co", "H"],
  "positions_angstrom": [[0.021, 0.152, -1.432], [-0.867, -0.302, -0.649], [-2.102, -0.798, -0.782], [-0.239, -0.164, 0.589], [-2.237, -1.870, -0.924], [-2.968, -0.126, -0.863], [2.232, -0.303, 0.606], [1.391, 0.453, 1.262], [1.391, 1.681, 0.810], [1.907, 0.901, -0.984], [1.472, 0.374, 2.367]],
  "forces_ev_per_a": [[1.2, 0.8, -2.6], [5.3, 1.6, 4.3], [-2.7, -0.9, -0.3], [-2.4, -0.8, -1.8], [-0.6, -0.2, 0.0], [-0.4, -0.3, 0.0], [-1.8, -0.9, 1.3], [5.7, 2.6, -1.1], [-1.8, -0.8, 1.3], [-1.0, -0.3, -0.9], [-1.6, -0.6, -0.2]],
  "fmax_ha_per_bohr": 0.1372,
  "relative_energy_kj_mol": 409.4,
  "s_squared": 6.1634,
  "orbital_gap_ha": [0.15148, 0.21730],
  "total_charge": -1,
  "spin_multiplicity": 5,
  "mol_weight_g_mol": 147.00
}

***

{
  "formula": "C43H48ClKN7O10SSi",
  "method": "the ωB97M-V functional and the def2-TZVPD basis",
  "elements": ["K", "O", "N", "O", "C", "C", "C", "C", "C", "C", "N", "C", "C", "N", "C", "C", "C", "C", "H", "H", "H", "H", "H", "H", "H", "N", "C", "C", "C", "C", "C", "C", "S", "N", "C", "C", "C", "C", "C", "C", "N", "H", "H", "H", "H", "H", "H", "H", "H", "H", "O", "Cl", "O", "O", "O", "N", "C", "C", "C", "C", "C", "C", "C", "H", "H", "H", "H", "H", "C", "C", "C", "C", "O", "Si", "O", "O", "C", "C", "C", "C", "O", "C", "C", "C", "C", "H", "H", "H", "H", "H", "H", "H", "H", "H", "H", "H", "H", "H", "H", "H", "H", "H", "H", "H", "H", "H", "H", "H", "H", "H", "H", "H"],
  "positions_angstrom": [[-1.014, 0.481, 0.640], [-0.506, -1.972, -7.802], [0.258, -2.544, -7.046], [1.004, -3.442, -7.388], [0.186, -2.228, -5.610], [0.458, -3.249, -4.772], [0.364, -3.077, -3.361], [0.630, -4.133, -2.470], [0.517, -3.902, -1.129], [0.138, -2.615, -0.699], [-0.101, -1.610, -1.511], [-0.004, -1.831, -2.829], [-0.283, -0.728, -3.741], [-0.627, 0.449, -3.190], [-0.853, 1.469, -3.982], [-0.738, 1.405, -5.376], [-0.408, 0.209, -5.958], [-0.186, -0.915, -5.138], [0.740, -4.211, -5.179], [0.914, -5.104, -2.860], [0.700, -4.679, -0.400], [-0.003, -2.423, 0.355], [-1.135, 2.400, -3.499], [-0.917, 2.285, -5.979], [-0.330, 0.124, -7.029], [4.155, 1.518, -0.570], [4.952, 0.733, 0.288], [6.104, 1.268, 0.842], [6.891, 0.510, 1.698], [6.515, -0.782, 2.023], [5.348, -1.311, 1.485], [4.579, -0.571, 0.602], [3.118, -1.254, -0.113], [2.239, 0.106, -0.566], [2.799, 1.226, -0.746], [1.973, 2.368, -1.246], [2.531, 3.317, -2.098], [1.735, 4.368, -2.527], [0.428, 4.437, -2.082], [-0.042, 3.432, -1.243], [0.706, 2.410, -0.844], [4.322, 2.506, -0.451], [6.381, 2.289, 0.604], [7.792, 0.939, 2.116], [7.117, -1.377, 2.698], [5.026, -2.311, 1.753], [3.555, 3.220, -2.432], [2.136, 5.122, -3.194], [-0.225, 5.250, -2.367], [-1.056, 3.458, -0.864], [-0.650, 4.517, 1.646], [-1.392, 3.387, 2.128], [-2.241, 2.871, 1.056], [-2.196, 3.753, 3.255], [-0.469, 2.320, 2.509], [2.867, 1.697, 2.280], [2.519, 1.461, 3.350], [2.147, 1.126, 4.700], [3.020, 0.344, 5.454], [2.664, -0.027, 6.740], [1.446, 0.381, 7.267], [0.586, 1.168, 6.515], [0.929, 1.549, 5.227], [3.960, 0.024, 5.023], [3.335, -0.641, 7.327], [1.166, 0.081, 8.269], [-0.366, 1.483, 6.923], [0.273, 2.163, 4.626], [-0.448, -1.527, 3.459], [-1.150, -2.810, 3.901], [-0.110, -3.911, 4.101], [-1.909, -2.556, 5.204], [-2.061, -3.294, 2.932], [-2.973, -2.408, 1.842], [-2.140, -1.774, 0.677], [-3.770, -1.319, 2.815], [-4.928, -0.542, 2.530], [-4.961, -0.102, 1.067], [-6.162, -1.383, 2.857], [-4.861, 0.681, 3.438], [-4.153, -3.491, 1.387], [-3.989, -4.755, 0.763], [-5.184, -4.936, -0.170], [-2.691, -4.832, -0.039], [-3.996, -5.826, 1.853], [0.276, -1.238, 4.223], [-1.157, -0.703, 3.339], [0.085, -1.682, 2.521], [0.606, -3.640, 4.880], [0.433, -4.084, 3.170], [-0.609, -4.839, 4.386], [-1.229, -2.212, 5.990], [-2.392, -3.479, 5.533], [-2.680, -1.804, 5.037], [-4.942, -0.966, 0.400], [-4.099, 0.524, 0.837], [-5.868, 0.475, 0.872], [-6.184, -2.273, 2.229], [-7.077, -0.805, 2.699], [-6.123, -1.701, 3.901], [-3.979, 1.282, 3.210], [-4.805, 0.363, 4.482], [-5.746, 1.309, 3.310], [-5.171, -4.166, -0.944], [-6.112, -4.839, 0.396], [-5.164, -5.918, -0.649], [-2.637, -4.009, -0.752], [-2.635, -5.787, -0.570], [-1.830, -4.751, 0.628], [-4.933, -5.779, 2.413], [-3.173, -5.649, 2.545], [-3.894, -6.825, 1.419]],
  "forces_ev_per_a": [[0.2, -0.2, -0.5], [0.1, 0.2, 0.0], [-0.4, -0.4, 0.2], [0.2, 0.2, -0.1], [0.1, 0.1, 0.0], [0.0, 0.1, 0.0], [0.0, -0.1, -0.1], [0.0, 0.0, 0.1], [0.0, 0.1, -0.1], [0.0, -0.1, 0.0], [-0.1, -0.1, 0.0], [0.1, 0.0, 0.0], [0.0, 0.0, 0.0], [0.0, 0.0, 0.0], [0.0, 0.0, 0.0], [0.0, -0.1, 0.0], [0.0, 0.0, 0.0], [0.0, 0.0, 0.0], [0.0, 0.0, 0.0], [0.0, 0.0, 0.0], [0.0, 0.0, 0.0], [0.0, 0.0, 0.0], [0.0, 0.0, 0.0], [0.0, 0.0, 0.0], [0.0, 0.0, 0.0], [-0.1, -0.1, -0.1], [0.0, 0.0, 0.0], [0.0, 0.0, 0.0], [0.0, 0.0, 0.0], [0.0, 0.0, 0.0], [0.0, 0.0, 0.0], [0.0, 0.0, 0.0], [0.1, -0.1, 0.0], [-0.1, 0.1, 0.0], [0.1, 0.1, 0.1], [0.0, 0.0, 0.0], [-0.1, 0.0, 0.0], [0.0, 0.0, 0.0], [0.0, 0.0, 0.0], [0.1, 0.0, 0.0], [-0.1, 0.1, 0.1], [0.0, 0.0, 0.0], [0.0, 0.0, 0.0], [0.0, 0.0, 0.0], [0.0, 0.0, 0.0], [0.0, 0.0, 0.0], [0.0, 0.0, 0.0], [0.0, 0.0, 0.0], [0.0, 0.0, 0.0], [0.0, 0.0, 0.0], [0.0, 0.0, 0.0], [0.0, -0.2, -0.1], [0.1, 0.1, 0.2], [0.0, 0.0, 0.1], [-0.2, 0.3, 0.0], [0.0, 0.1, 0.1], [0.0, 0.0, 0.0], [0.0, 0.0, 0.0], [0.0, -0.1, 0.0], [0.0, 0.0, 0.0], [0.0, 0.0, 0.0], [0.0, 0.0, 0.0], [0.0, 0.1, 0.0], [0.0, 0.0, 0.0], [0.0, 0.0, 0.0], [0.0, 0.0, 0.0], [0.0, 0.0, 0.0], [0.0, -0.1, 0.0], [0.0, 0.1, 0.1], [0.0, 0.0, 0.0], [0.0, 0.0, 0.0], [0.0, 0.0, 0.0], [0.0, 0.0, 0.0], [0.1, 0.1, -0.1], [-0.2, -0.1, 0.2], [-0.1, 0.0, 0.0], [0.0, 0.0, 0.0], [0.0, 0.0, 0.0], [0.0, 0.0, 0.0], [0.0, 0.0, 0.0], [0.0, -0.1, -0.1], [0.0, 0.0, 0.0], [0.0, 0.0, 0.0], [0.0, 0.0, 0.0], [0.0, 0.0, 0.0], [0.0, 0.1, 0.0], [0.0, -0.1, 0.0], [0.0, 0.0, 0.0], [0.0, 0.0, 0.0], [0.0, 0.0, 0.0], [0.0, 0.0, 0.0], [0.0, 0.0, 0.0], [0.0, 0.0, 0.0], [0.0, 0.0, 0.0], [0.0, 0.0, 0.0], [0.0, 0.0, 0.0], [0.0, 0.0, 0.0], [0.0, 0.0, 0.0], [0.0, 0.0, 0.0], [0.0, 0.0, 0.0], [0.0, 0.0, 0.0], [0.0, 0.0, 0.0], [0.0, 0.0, 0.0], [0.0, 0.0, 0.0], [0.0, 0.0, 0.0], [0.0, 0.0, 0.0], [0.0, 0.0, 0.0], [0.0, 0.0, 0.0], [0.0, 0.0, 0.0], [0.0, 0.0, 0.0], [0.0, 0.0, 0.0], [0.0, 0.0, 0.0]],
  "fmax_ha_per_bohr": 0.0124,
  "relative_energy_kj_mol": 33.0,
  "orbital_gap_ha": 0.24715,
  "total_charge": -1,
  "mol_weight_g_mol": 957.60
}